Below is a 3-piece molecular cluster, C4H12NO overall, with properties calculated with wB97M-V/def2-TZVPD.

XYZ file:
```
18
Properties=species:S:1:pos:R:3:forces:R:3:nbo_charge:R:1
O 2.17656 -0.64183 -0.81819 -1.1 -0.6 -0.6 -0.91
N -0.79508 -1.27175 -1.93234 0.2 -0.2 0.5 -1.10
C -0.65619 1.04136 0.23700 -0.6 -0.5 -0.8 -0.36
C -0.41843 -0.82808 1.89625 -0.2 -0.1 -1.6 -0.71
C 0.08046 0.37470 1.21524 -1.5 1.5 2.3 0.21
C -0.39002 2.29611 -0.22160 0.8 0.1 0.7 0.02
H 0.47537 2.83794 0.15125 0.1 0.0 -0.1 0.21
H 1.65857 -0.16054 -0.18268 0.0 0.3 0.2 0.44
H 0.07554 -1.71195 -1.64730 0.1 0.1 0.0 0.37
H -1.26965 -1.19439 1.32522 -0.1 -0.3 0.3 0.26
H 0.70318 0.97765 1.88610 0.9 -0.1 -0.9 0.23
H 0.33110 -1.62149 1.95983 0.1 0.1 0.4 0.30
H -1.26820 -1.97992 -2.47124 -0.3 -0.1 -0.1 0.38
H 3.07897 -0.44788 -0.63335 1.2 0.2 0.2 0.49
H -0.53169 -0.54817 -2.58089 0.1 0.2 -0.3 0.36
H -0.99858 2.83096 -0.93752 -0.2 -0.2 0.0 0.24
H -1.53172 0.51909 -0.13390 0.2 -0.1 -0.3 0.28
H -0.72019 -0.47181 2.88813 0.2 -0.2 0.2 0.30
```
Positions in Å, forces in eV/Å.

Its spin multiplicity is 1. The value obtained for the HOMO-LUMO gap is 0.231 Eh. The charge is +1. The LUMO energy is -7.4 eV.